1.
Entry from the Open Molecules 2025 dataset: a cluster of 3 separate species, C5H9N2O in total at a distorted geometry (ωB97M-V/def2-TZVPD).

CARTESIAN COORDINATES (ANGSTROEM)
1 C -0.616 1.111 -1.696
2 C 0.608 0.144 -1.454
3 C 1.173 -0.212 1.040
4 C 0.296 0.318 2.112
5 C -0.952 0.546 0.331
6 N -1.389 1.246 -0.696
7 N 0.264 -0.356 -0.040
8 O -0.762 0.928 1.586
9 H -0.762 1.298 -2.764
10 H 0.585 -0.579 -2.204
11 H 1.557 0.623 -1.359
12 H 1.883 0.513 0.748
13 H 1.753 -1.064 1.364
14 H -1.891 -1.788 -0.426
15 H 0.416 0.615 3.118
16 H -1.994 -2.093 0.348
17 H -0.167 -1.251 -0.008

Its charge is +1. The spin multiplicity is 3. The calculation puts the HOMO energy (spin up / spin down) at -11.8 / -15.8 eV. The value obtained for the total energy is -380.1972 hartree. The energy above the lowest of the compared OMol25 structures with the same formula, charge and spin comes out at 55.7 kcal per mole. The calculation puts the frontier orbital gap (spin up / spin down) at 8.42 / 10.38 eV.

2.
Entry from the Open Molecules 2025 dataset: a structure of composition C11H9IN4NaO7 at a distorted geometry (ωB97M-V/def2-TZVPD).

CARTESIAN COORDINATES (ANGSTROEM)
1 Na -1.467 -0.269 -1.105
2 C 2.669 -0.874 -1.404
3 C 2.016 0.454 -1.227
4 N 0.731 0.636 -0.996
5 C 0.535 1.991 -0.921
6 C 1.714 2.632 -1.090
7 N 2.654 1.647 -1.284
8 C 2.118 4.039 -1.113
9 O 1.153 4.904 -0.880
10 O 3.275 4.342 -1.332
11 C -0.834 2.580 -0.732
12 O -0.849 3.825 -0.525
13 O -1.793 1.785 -0.810
14 H 1.887 -1.630 -1.462
15 H 3.333 -1.106 -0.568
16 H 3.255 -0.905 -2.323
17 H 3.625 1.845 -1.460
18 H 0.275 4.410 -0.748
19 O -0.717 -2.292 -1.667
20 N -1.775 -2.168 -2.343
21 O -1.780 -2.353 -3.561
22 O -2.829 -1.807 -1.738
23 I -4.208 -3.808 3.204
24 C -2.557 -2.608 2.779
25 C -1.520 -2.489 3.689
26 C -0.444 -1.684 3.353
27 C -0.458 -1.033 2.128
28 N -1.457 -1.149 1.261
29 C -2.490 -1.927 1.571
30 H -1.551 -3.013 4.635
31 H 0.392 -1.563 4.029
32 H 0.362 -0.391 1.822
33 H -3.264 -2.020 0.817

Its charge is -1. The calculation puts the HOMO energy at -6.3 eV. The value obtained for the total energy is -1630.4106 hartree. The energy above the lowest of the compared OMol25 structures with the same formula, charge and spin comes out at 0.0 kcal per mole. The calculation puts the frontier orbital gap at 8.25 eV.

3.
Entry from the Open Molecules 2025 dataset: the molecule C4H6N2O at a distorted geometry (ωB97M-V/def2-TZVPD).

CARTESIAN COORDINATES (ANGSTROEM)
1 C 0.289 -1.390 -0.538
2 C 0.288 1.001 -0.713
3 C -1.347 -1.421 1.342
4 C 0.889 1.967 -1.686
5 N -0.347 -1.523 0.574
6 N -1.358 -1.132 2.629
7 O 0.378 -0.234 -1.291
8 H 0.875 -2.119 -0.903
9 H 0.162 2.523 -2.306
10 H 1.400 2.705 -1.202
11 H 1.572 1.471 -2.254
12 H -0.536 -0.719 3.185
13 H -2.264 -1.130 3.163

The calculation puts the HOMO energy at -7.7 eV. The value obtained for the total energy is -340.5687 hartree. The energy above the lowest of the compared OMol25 structures with the same formula, charge and spin comes out at 141.9 kcal per mole. The calculation puts the frontier orbital gap at 8.02 eV.

4.
Entry from the Open Molecules 2025 dataset: a cluster of 2 separate species, C4H12N2O in total at a distorted geometry (ωB97M-V/def2-TZVPD).

CARTESIAN COORDINATES (ANGSTROEM)
1 C 0.823 -0.660 1.874
2 C 1.071 -0.282 0.608
3 N 1.734 0.930 0.367
4 C 0.675 -1.009 -0.642
5 C 0.107 -0.128 -1.782
6 N -0.867 0.848 -1.361
7 H 0.703 0.170 2.573
8 H 0.585 -1.651 2.235
9 H 2.463 0.974 -0.325
10 H 2.148 1.248 1.232
11 H 1.610 -1.465 -1.008
12 H 0.029 -1.863 -0.438
13 H 1.028 0.380 -2.130
14 H -0.301 -0.788 -2.556
15 H -0.597 1.302 -0.498
16 H -0.887 1.623 -2.013
17 O -2.849 0.131 0.944
18 H -2.929 -0.564 0.297
19 H -3.006 -0.340 1.774

Its SMILES is C=C(N)CCN.O. The calculation puts the HOMO energy at -8.0 eV. The value obtained for the total energy is -344.3076 hartree. The energy above the lowest of the compared OMol25 structures with the same formula, charge and spin comes out at 48.6 kcal per mole. The calculation puts the frontier orbital gap at 8.93 eV.

5.
Entry from the Open Molecules 2025 dataset: a structure of composition C25H20F4N7S2Ti at a distorted geometry (ωB97M-V/def2-TZVPD).

CARTESIAN COORDINATES (ANGSTROEM)
1 Ti -0.199 -0.053 -0.016
2 C -1.222 2.812 -0.899
3 N -0.407 2.099 0.100
4 C 0.947 2.685 0.075
5 C -1.031 2.287 1.429
6 C -0.353 1.392 2.491
7 N 0.335 0.311 1.791
8 C 1.556 -0.112 2.233
9 C 2.493 -0.506 1.268
10 F 2.088 -0.342 -0.049
11 C 3.759 -0.954 1.562
12 F 4.584 -1.294 0.573
13 C 4.168 -1.028 2.878
14 C 3.278 -0.630 3.861
15 F 3.647 -0.699 5.137
16 C 2.005 -0.182 3.560
17 F 1.161 0.137 4.551
18 H -1.281 3.877 -0.652
19 H -2.232 2.409 -0.924
20 H -0.776 2.714 -1.888
21 H 0.906 3.769 0.220
22 H 1.412 2.482 -0.891
23 H 1.571 2.261 0.858
24 H -2.087 2.038 1.338
25 H -0.968 3.339 1.728
26 H -1.099 1.019 3.196
27 H 0.355 1.993 3.065
28 H 5.153 -1.385 3.141
29 S -5.220 -0.015 -5.327
30 N -3.613 -0.024 -5.423
31 C -3.150 -0.050 -4.189
32 C -1.757 -0.035 -3.810
33 C -0.713 0.024 -4.717
34 C 0.599 0.092 -4.233
35 C 0.822 0.101 -2.880
36 N -0.170 0.020 -1.961
37 C -1.473 -0.058 -2.424
38 C -2.508 -0.159 -1.448
39 N -2.115 -0.235 -0.129
40 C -3.067 -0.342 0.825
41 C -4.409 -0.329 0.537
42 C -4.829 -0.206 -0.792
43 C -3.878 -0.133 -1.796
44 C -4.187 -0.065 -3.203
45 N -5.397 -0.051 -3.727
46 H -0.931 0.022 -5.776
47 H 1.432 0.152 -4.918
48 H 1.830 0.164 -2.487
49 H -2.713 -0.432 1.845
50 H -5.131 -0.412 1.336
51 H -5.877 -0.180 -1.056
52 S -0.070 -4.508 0.969
53 C 0.101 -4.269 -0.717
54 C 0.108 -2.945 -1.002
55 N -0.022 -2.116 0.091
56 C -0.125 -2.820 1.194
57 H 0.189 -5.098 -1.399
58 H 0.215 -2.531 -1.992
59 H -0.227 -2.387 2.178

Its charge is +1. The spin multiplicity is 3. The calculation puts the HOMO energy (spin up / spin down) at -8.6 / -11.1 eV. The value obtained for the total energy is -3393.1412 hartree. The energy above the lowest of the compared OMol25 structures with the same formula, charge and spin comes out at 18.8 kcal per mole. The calculation puts the frontier orbital gap (spin up / spin down) at 5.51 / 7.67 eV.

6.
Entry from the Open Molecules 2025 dataset: a cluster of 2 separate species, C4H13N2O2 in total at a distorted geometry (ωB97M-V/def2-TZVPD).

CARTESIAN COORDINATES (ANGSTROEM)
1 C -1.236 0.947 0.328
2 C -1.230 -0.418 1.116
3 C -0.199 -0.494 2.271
4 N 1.189 -0.361 1.820
5 N -1.093 0.875 -1.121
6 C 0.277 0.399 -1.524
7 O 1.268 1.321 -1.347
8 H -2.239 1.367 0.558
9 H -0.465 1.539 0.836
10 H -0.791 -1.065 0.332
11 H -2.249 -0.653 1.417
12 H -0.352 0.311 2.998
13 H -0.397 -1.447 2.790
14 H 1.276 -0.342 0.800
15 H 1.528 0.589 1.952
16 H -1.155 1.789 -1.551
17 H 0.546 -0.540 -1.037
18 H 0.184 0.301 -2.638
19 H 1.366 -2.010 -2.482
20 H 1.628 -0.660 -2.888
21 O 2.142 -1.448 -2.631

Its charge is -2. The spin multiplicity is 2. The calculation puts the HOMO energy (spin up / spin down) at 4.3 / -0.2 eV. The value obtained for the total energy is -420.0019 hartree. The energy above the lowest of the compared OMol25 structures with the same formula, charge and spin comes out at 28.6 kcal per mole. The calculation puts the frontier orbital gap (spin up / spin down) at 2.25 / 6.63 eV.